No. 1
Entry from OMol25: C20H26N7PS3Yb as an isolated structure (wB97M-V/def2-TZVPD).

Last column: Mulliken spin population.
Atoms and positions in Å:
Yb: -0.678 -0.157 -0.898  1.01
C: -5.064 0.912 -0.688  0.00
C: -3.687 0.832 -1.262  0.00
N: -3.056 -0.282 -1.491  0.00
N: -3.633 -1.492 -1.324  0.00
C: -2.953 -2.625 -1.637  0.00
N: -3.630 -3.777 -1.620  0.00
S: -1.337 -2.609 -2.103  0.00
C: -2.932 2.028 -1.635  0.00
C: -3.470 3.319 -1.594  0.00
C: -2.709 4.387 -2.031  0.00
C: -1.431 4.145 -2.517  0.00
C: -0.963 2.841 -2.525  0.00
N: -1.670 1.802 -2.087  0.00
H: -5.210 0.161 0.089  0.00
H: -5.807 0.775 -1.474  0.00
H: -5.228 1.880 -0.231  0.00
H: -4.593 -1.566 -0.980  0.00
H: -4.581 -3.842 -1.291  0.00
H: -3.142 -4.627 -1.854  0.00
H: -4.469 3.486 -1.225  0.00
H: -3.108 5.389 -1.998  0.00
H: -0.805 4.951 -2.862  0.00
H: 0.035 2.627 -2.896  0.00
S: -1.733 -0.462 1.383  0.00
C: -0.821 0.722 2.321  0.00
C: -1.116 0.773 3.685  0.00
C: -0.489 1.666 4.528  0.00
C: 0.467 2.535 4.018  0.00
C: 0.785 2.489 2.678  0.00
C: 0.145 1.606 1.807  0.00
S: 0.632 1.771 0.118  0.00
H: -1.861 0.090 4.064  0.00
H: -0.753 1.699 5.573  0.00
H: 0.960 3.249 4.658  0.00
H: 1.540 3.141 2.262  0.00
C: 4.288 -2.546 -1.138  0.00
N: 4.088 -1.107 -1.159  0.00
C: 4.615 -0.517 0.063  0.00
N: 4.050 -1.121 1.258  0.00
C: 4.265 -2.558 1.227  0.00
N: 3.707 -3.177 0.035  0.00
C: 2.269 -3.153 0.025  0.00
P: 1.588 -1.402 0.036  -0.01
C: 2.706 -0.763 -1.347  0.00
C: 2.668 -0.782 1.449  0.00
H: 5.362 -2.741 -1.122  0.00
H: 3.861 -2.981 -2.046  0.00
H: 4.393 0.554 0.064  0.00
H: 5.698 -0.660 0.081  0.00
H: 3.816 -3.008 2.115  0.00
H: 5.342 -2.745 1.237  0.00
H: 1.894 -3.675 0.914  0.00
H: 1.911 -3.674 -0.871  0.00
H: 2.615 0.332 -1.378  0.00
H: 2.354 -1.192 -2.296  0.00
H: 2.311 -1.226 2.386  0.00
H: 2.566 0.308 1.508  0.00

Values from the calculation:
Lowest unoccupied orbital energy (alpha / beta) (eV): -4.0 / -4.0
Net charge: +1
Multiplicity: 2
Kohn-Sham gap (alpha / beta) (eV): 5.59 / 5.59

---

No. 2
Entry from OMol25: C20H26N8O4SW as an isolated structure (wB97M-V/def2-TZVPD).

Last column: Mulliken spin population.
Atoms and positions in Å:
W: 0.544 0.599 0.010  0.74
N: -1.181 1.042 -3.296  0.00
C: -0.176 1.351 -2.399  -0.01
S: -0.638 2.377 -0.932  -0.03
N: 1.055 0.894 -2.570  0.05
N: 1.779 0.924 -1.414  0.00
C: 3.131 0.831 -1.238  0.05
C: 3.518 0.206 0.044  0.05
C: 4.785 -0.158 0.541  0.01
C: 4.960 -0.739 1.800  0.02
C: 3.776 -0.940 2.555  0.01
C: 2.567 -0.566 2.046  0.00
N: 2.395 0.026 0.824  0.04
H: -2.132 1.447 -3.228  0.00
H: -0.822 0.601 -4.156  0.00
H: 3.794 1.188 -1.987  0.00
H: 5.566 0.303 -0.072  0.00
H: 5.940 -0.965 2.179  0.00
H: 3.757 -1.410 3.526  0.00
H: 1.654 -0.699 2.643  0.00
C: 2.067 6.595 2.292  0.00
O: 2.196 5.389 1.577  0.00
C: 1.262 4.482 1.900  0.00
O: 0.209 4.635 2.520  0.00
N: 1.655 3.353 1.239  0.00
N: 0.997 2.162 1.665  0.00
H: 3.096 7.017 2.188  0.00
H: 1.751 6.407 3.287  0.00
H: 1.403 7.353 1.823  0.00
H: 2.676 3.200 1.023  0.00
H: 0.237 2.440 2.317  0.01
H: 1.676 1.636 2.242  0.00
O: -1.724 -2.458 -2.740  0.34
C: -0.584 -2.888 -2.530  0.03
C: 0.005 -3.822 -3.490  0.18
C: 1.327 -3.983 -3.592  -0.07
C: 2.227 -3.566 -2.556  0.27
C: 1.674 -2.823 -1.517  -0.02
C: 0.285 -2.546 -1.443  0.22
C: -0.318 -2.194 -0.137  -0.02
N: -0.887 -0.973 0.243  0.11
C: -2.028 -1.272 0.941  0.00
C: -2.128 -2.631 1.093  -0.01
N: -0.961 -3.189 0.577  0.02
H: -0.632 -4.256 -4.283  0.00
H: 1.739 -4.483 -4.511  0.00
H: 3.285 -3.797 -2.679  0.00
H: 2.351 -2.438 -0.726  0.02
H: -2.806 -0.518 1.210  0.00
H: -2.963 -3.223 1.489  0.00
H: -0.656 -4.163 0.619  0.00
C: -6.546 -1.180 -0.294  0.00
C: -7.135 -0.343 0.829  0.00
O: -6.244 -0.390 1.986  0.00
H: -6.824 -0.828 -1.258  0.00
H: -6.949 -2.195 -0.165  0.00
H: -5.486 -1.261 -0.119  0.00
H: -8.064 -0.769 1.128  0.00
H: -7.301 0.720 0.627  0.00
H: -6.151 0.487 2.351  0.00

Values from the calculation:
Lowest unoccupied orbital energy (alpha / beta) (eV): -7.0 / -7.8
Net charge: +2
Multiplicity: 3
Kohn-Sham gap (alpha / beta) (eV): 6.38 / 5.74

---

No. 3
Entry from OMol25: C20H26NO3 as an isolated structure (wB97M-V/def2-TZVPD).

Last column: Löwdin charge in e.
Atoms and positions in Å:
C: 6.157 2.137 0.613  0.09
H: 6.106 3.183 0.736  0.06
H: 6.853 2.099 -0.410  0.16
H: 6.685 1.619 1.327  0.05
O: 4.837 1.395 0.211  0.02
C: 4.722 0.173 0.161  -0.59
O: 5.668 -0.561 0.189  0.14
C: 3.367 -0.231 -0.173  -0.18
C: 3.158 -1.579 -0.409  -0.02
C: 1.985 -2.184 -0.479  0.09
C: 0.776 -1.112 -0.346  -0.12
C: 0.903 0.144 -0.203  -0.01
C: 2.295 0.392 -0.061  -0.02
H: 2.422 1.713 0.289  0.23
H: 0.139 0.680 -0.158  0.03
O: -0.541 -1.779 -0.367  -0.18
C: -0.650 -3.297 -0.676  -0.07
C: -2.222 -3.452 -0.760  -0.20
H: -2.508 -2.585 -1.621  0.20
H: -2.342 -4.347 -1.150  0.07
C: -2.980 -3.369 0.405  -0.18
H: -2.699 -4.093 1.274  0.16
H: -3.999 -3.427 0.366  0.07
C: -2.800 -2.031 1.478  0.11
N: -2.937 -0.684 0.255  -0.08
C: -4.218 -0.718 -0.040  -0.11
H: -4.999 -0.923 0.796  0.17
H: -4.497 -1.408 -0.724  0.08
H: -4.486 0.155 -0.471  0.08
H: -2.216 -0.975 -0.206  0.01
C: -2.548 0.477 1.204  -0.08
C: -2.675 1.594 0.288  -0.20
C: -3.157 2.813 0.985  -0.05
C: -3.262 3.817 0.207  -0.16
C: -2.789 3.905 -1.064  -0.16
C: -2.177 3.027 -1.589  -0.11
C: -2.132 1.660 -1.062  0.08
H: -1.729 0.794 -1.084  0.02
H: -1.856 2.882 -2.619  0.13
H: -2.911 5.012 -1.547  0.19
H: -3.579 4.757 0.831  0.16
H: -3.703 2.831 2.215  0.22
H: -1.632 0.192 1.647  0.11
H: -3.269 0.314 2.147  0.18
H: -3.537 -2.002 2.074  0.02
H: -1.562 -2.116 1.684  0.19
H: -0.177 -3.833 0.135  0.12
H: -0.065 -3.573 -1.626  0.15
H: 1.875 -3.099 -0.780  0.03
H: 3.953 -2.168 -0.346  0.09

Values from the calculation:
Lowest unoccupied orbital energy (eV): -2.4
Net charge: +1
Kohn-Sham gap (eV): 9.56

---

No. 4
Entry from OMol25: one molecule with the formula C20H27BrN4O6 (wB97M-V/def2-TZVPD).

Last column: Löwdin charge in e.
Atoms and positions in Å:
C: -4.113 -0.378 0.403  -0.12
C: -4.603 1.026 0.742  -0.26
C: -3.541 2.105 0.526  -0.22
C: -2.450 2.092 1.596  -0.17
C: -1.315 3.064 1.275  -0.12
N: -0.454 2.549 0.215  0.01
C: -0.437 3.177 -0.980  -0.41
O: -1.224 4.056 -1.271  0.07
C: 0.545 2.724 -2.073  -0.03
O: 1.778 2.150 -1.665  0.04
C: 2.042 0.904 -2.062  -0.44
O: 1.284 0.208 -2.704  0.10
C: 3.342 0.433 -1.597  -0.18
C: 4.001 -0.741 -1.883  0.03
C: 5.183 -0.733 -1.123  -0.06
C: 5.147 0.443 -0.425  -0.78
Br: 6.324 1.150 0.818  0.85
O: 4.057 1.158 -0.703  0.03
C: 0.434 1.505 0.584  -0.11
C: 0.269 0.236 0.079  -0.23
N: -0.819 -0.094 -0.668  0.21
N: 1.191 -0.746 0.347  0.07
C: 1.067 -2.076 -0.229  -0.14
C: -0.030 -2.899 0.447  -0.19
C: -0.147 -4.283 -0.187  -0.26
C: -1.239 -5.110 0.479  -0.11
C: 2.307 -0.503 1.137  -0.48
O: 3.183 -1.327 1.289  0.09
N: 2.352 0.727 1.722  0.23
C: 1.503 1.816 1.495  -0.40
O: 1.710 2.874 2.045  0.09
H: -3.257 -0.655 1.012  0.05
H: -3.826 -0.439 -0.645  0.07
H: -4.904 -1.104 0.581  0.07
H: -5.468 1.254 0.115  0.10
H: -4.933 1.055 1.782  0.11
H: -4.020 3.085 0.537  0.12
H: -3.098 1.983 -0.466  0.10
H: -2.035 1.088 1.710  0.10
H: -2.888 2.378 2.554  0.12
H: -1.716 4.017 0.929  0.13
H: -0.691 3.234 2.155  0.12
H: 0.780 3.625 -2.647  0.15
H: 0.022 2.019 -2.734  0.14
H: 3.666 -1.501 -2.557  0.13
H: 5.944 -1.484 -1.075  0.12
H: -0.710 -0.783 -1.394  0.11
H: -1.422 0.681 -0.900  0.10
H: 2.034 -2.561 -0.075  0.13
H: 0.898 -1.989 -1.307  0.12
H: -0.989 -2.383 0.373  0.10
H: 0.215 -3.003 1.505  0.13
H: -0.369 -4.178 -1.251  0.11
H: 0.809 -4.803 -0.097  0.11
H: -2.204 -4.616 0.385  0.07
H: -1.310 -6.091 0.017  0.07
H: -1.025 -5.244 1.536  0.07
H: 3.148 0.905 2.325  0.17

Values from the calculation:
SMILES string: CCCCCN(C(=O)COC(=O)c1ccc(Br)o1)c1c(N)n(CCCC)c(=O)[nH]c1=O
Lowest unoccupied orbital energy (eV): 0.2
Kohn-Sham gap (eV): 8.66

---

No. 5
Entry from OMol25: C20H27ClN3O4Pt as an isolated structure (wB97M-V/def2-TZVPD).

Last column: Mulliken spin population.
Atoms and positions in Å:
Pt: -1.317 -1.025 -0.460  0.91
O: 2.812 -0.095 1.777  0.01
Cl: 1.408 -0.061 1.647  0.02
O: 0.749 -0.794 2.703  0.00
O: 0.934 1.325 1.690  0.00
O: 1.005 -0.639 0.360  0.02
N: -3.729 -0.373 -0.610  0.14
C: -4.436 0.090 0.602  -0.02
C: -4.220 -0.891 1.753  0.01
C: -2.837 -0.842 2.397  0.00
N: -1.820 -1.553 1.583  0.04
C: -2.413 0.588 2.738  -0.01
C: -2.677 1.671 1.690  0.01
N: -1.557 1.781 0.698  -0.01
C: -4.034 1.512 1.006  0.00
H: -4.135 -1.251 -0.919  -0.02
H: -1.518 0.948 0.058  -0.05
H: -3.879 0.280 -1.373  -0.01
H: -5.511 0.121 0.399  0.01
H: -4.438 -1.909 1.415  0.00
H: -4.957 -0.669 2.527  0.00
H: -2.905 -1.369 3.353  0.00
H: -2.075 -2.537 1.547  0.00
H: -0.926 -1.510 2.083  0.00
H: -1.368 0.609 3.055  0.00
H: -2.997 0.881 3.614  0.00
H: -2.662 2.629 2.209  0.00
H: -0.615 1.752 1.165  0.00
H: -1.637 2.627 0.137  0.00
H: -4.116 2.190 0.150  0.00
H: -4.783 1.858 1.723  0.00
C: 0.952 3.005 -5.587  0.12
C: 1.629 1.970 -4.950  -0.05
C: 0.963 1.137 -4.075  0.11
C: -0.409 1.328 -3.822  0.05
C: -1.066 2.409 -4.442  0.09
C: -0.398 3.226 -5.330  -0.05
C: -1.163 0.506 -2.916  0.38
C: -0.809 -0.721 -2.348  0.15
C: 0.012 -1.666 -3.086  -0.05
C: 0.937 -2.486 -2.421  0.07
C: 1.716 -3.378 -3.133  -0.02
C: 1.549 -3.507 -4.507  0.07
C: 0.611 -2.728 -5.177  -0.03
C: -0.141 -1.805 -4.477  0.06
H: 1.480 3.652 -6.275  0.01
H: 2.685 1.823 -5.133  0.00
H: 1.500 0.352 -3.564  0.01
H: -2.116 2.577 -4.234  0.00
H: -0.919 4.037 -5.819  0.00
H: -2.098 0.952 -2.580  0.04
H: 1.068 -2.381 -1.352  -0.01
H: 2.450 -3.982 -2.617  0.00
H: 2.148 -4.220 -5.058  0.00
H: 0.473 -2.841 -6.243  0.00
H: -0.868 -1.195 -4.998  0.00

Values from the calculation:
Lowest unoccupied orbital energy (alpha / beta) (eV): -3.2 / -5.1
Net charge: +1
Multiplicity: 3
Kohn-Sham gap (alpha / beta) (eV): 7.18 / 6.68

---

No. 6
Entry from OMol25: C20H27GeN4O6OsSSe2 as an isolated structure (wB97M-V/def2-TZVPD).

Last column: Mulliken spin population.
Atoms and positions in Å:
Os: -13.475 -12.703 2.881  2.71
C: -16.235 -12.471 11.121  0.00
C: -15.737 -12.289 9.707  0.00
C: -16.450 -11.448 8.818  0.00
C: -16.068 -11.273 7.504  0.00
C: -14.885 -11.873 7.048  0.00
C: -14.163 -12.728 7.886  0.00
C: -14.580 -12.900 9.206  0.00
S: -14.219 -11.277 5.521  0.03
O: -12.787 -11.488 5.627  0.00
O: -14.841 -9.999 5.217  0.01
N: -14.752 -12.397 4.295  0.10
C: -16.099 -12.156 3.675  0.00
C: -15.857 -11.292 2.354  0.01
O: -16.637 -10.435 1.970  0.03
O: -14.704 -11.694 1.667  0.05
H: -17.297 -12.225 11.218  0.00
H: -15.682 -11.829 11.806  0.00
H: -16.069 -13.487 11.509  0.00
H: -17.317 -10.887 9.189  0.00
H: -16.673 -10.606 6.858  0.00
H: -13.317 -13.304 7.532  0.00
H: -14.001 -13.602 9.807  0.00
H: -16.753 -11.681 4.414  0.01
H: -16.496 -13.157 3.471  0.00
O: -10.977 -11.044 0.261  0.01
C: -11.959 -11.768 0.488  0.01
O: -12.013 -12.705 1.509  0.08
H: -12.876 -11.732 -0.108  0.00
C: -9.250 -11.709 3.211  -0.01
Ge: -9.294 -9.770 3.450  0.04
C: -9.342 -9.424 5.373  0.01
C: -7.587 -9.172 2.716  0.02
C: -10.679 -8.837 2.439  0.00
Se: -12.438 -8.960 3.176  0.82
C: -12.330 -7.847 4.802  -0.01
H: -8.232 -12.081 3.116  0.00
H: -9.788 -12.040 2.336  0.00
H: -9.673 -12.234 4.088  0.00
H: -8.579 -10.029 5.856  0.00
H: -10.331 -9.716 5.717  0.00
H: -9.158 -8.361 5.613  0.00
H: -6.799 -9.799 3.156  0.00
H: -7.351 -8.141 2.909  0.00
H: -7.595 -9.334 1.630  0.00
H: -10.707 -9.290 1.446  -0.01
H: -10.443 -7.779 2.413  0.02
H: -12.317 -8.543 5.629  0.02
H: -13.278 -7.293 4.834  0.02
H: -11.457 -7.205 4.820  0.00
Se: -13.366 -16.877 0.959  -0.01
N: -12.064 -17.414 2.018  0.02
C: -11.903 -16.494 2.993  -0.01
C: -10.929 -16.482 4.018  0.05
C: -10.727 -15.301 4.765  0.00
C: -11.545 -14.180 4.550  0.00
N: -12.578 -14.232 3.660  -0.04
C: -12.784 -15.377 2.862  0.02
N: -13.675 -15.362 1.851  -0.01
H: -10.359 -17.407 4.156  0.00
H: -9.918 -15.238 5.509  0.00
H: -11.400 -13.242 5.099  0.00

Values from the calculation:
Lowest unoccupied orbital energy (alpha / beta) (eV): -4.7 / -6.0
Net charge: +1
Multiplicity: 5
Kohn-Sham gap (alpha / beta) (eV): 6.36 / 4.89

---

no.,electronic energy (eV)
1,-104913.40730
2,-53914.02753
3,-28772.27969
4,-109468.02644
5,-49593.33523
6,-239924.12555